Here is a single C4H6ClF molecule in a non-equilibrium geometry from the OMol25 dataset. Energies are from ωB97M-V with the def2-TZVPD basis set.

XYZ file:
```
12
Properties=species:S:1:pos:R:3:forces:R:3:lowdin_charge:R:1
C -0.82473 0.55910 -0.29705 0.7 -1.2 0.3 -0.615
C -0.39918 -0.98237 -0.42518 -1.9 1.3 1.0 -0.136
C 0.98031 -0.59449 0.19416 -0.6 -0.4 -0.9 -0.100
C 0.39698 0.73454 0.64404 -0.7 -1.2 -0.9 -0.383
H -0.62649 1.10683 -1.19495 0.3 0.2 -0.5 0.084
H -0.49045 -1.34810 -1.42567 0.3 -0.4 -0.6 0.086
H -1.16152 -1.52320 0.18605 1.1 0.0 -0.1 0.111
H 1.45141 -1.23383 0.93571 -0.1 -0.1 -0.1 0.107
H 1.69828 -0.29560 -0.60332 -0.4 -0.7 0.5 0.130
H 0.26445 0.84320 1.68932 -0.5 0.3 1.0 0.140
F 1.20738 1.68375 0.17298 1.2 2.5 -0.1 0.014
Cl -2.49644 1.05017 0.12390 0.5 -0.4 0.3 0.563
```
Forces are in eV/Å.

F_max = 2.8 eV/A
SMILES string = F[C@@H]1CC[C@H]1Cl
ΔE to the lowest compared entry with this formula, charge and spin = 52.53 kJ/mol
highest occupied orbital energy = -10.56 eV
total energy = -19484.1976 eV
E_LUMO = 1.149 eV